(1)
Here is a 2-piece molecular cluster, C5H16NO overall from the Open Molecules 2025 dataset. Energies are from ωB97M-V/def2-TZVPD.

```
23
Properties=species:S:1:pos:R:3:forces:R:3:mulliken_charge:R:1
C -0.877 0.243 1.706 0.17 -0.26 0.94 -1.54
C 0.118 0.154 0.571 0.09 0.22 -0.73 0.05
C -0.234 -1.162 -0.187 0.27 0.17 1.03 -0.76
C 0.823 -1.277 -1.467 0.49 1.46 -0.46 -0.35
C 1.100 -2.739 -1.555 -0.10 -0.23 0.56 -1.09
N 0.045 1.384 -0.291 0.32 0.14 -0.50 -0.18
H -0.584 1.110 2.314 -0.15 0.13 -0.20 0.44
H -0.757 -0.596 2.393 -0.06 -0.13 -0.17 0.47
H -1.918 0.300 1.410 -0.12 0.11 -0.19 0.43
H 1.135 0.115 0.935 0.21 -0.05 0.20 0.33
H 0.045 -1.950 0.499 -0.22 -0.24 0.11 0.52
H -1.288 -1.217 -0.427 -0.04 -0.24 -0.61 0.49
H 0.359 -0.752 -2.305 -0.58 -0.35 0.01 0.45
H 1.701 -0.665 -1.251 0.25 -0.47 0.13 0.45
H 1.359 -2.787 -2.659 -0.12 -0.02 0.10 0.34
H 1.938 -3.053 -0.938 0.04 0.01 -0.08 0.42
H 0.248 -3.400 -1.392 -0.05 -0.11 -0.40 0.44
H -0.101 2.282 0.239 -0.15 0.01 0.55 0.25
H -0.712 1.352 -0.979 -0.03 -0.04 -0.01 0.40
H 0.928 1.518 -0.795 -0.16 0.02 -0.14 0.45
H -0.734 4.296 1.757 0.37 0.09 -0.11 0.34
H -1.765 3.307 1.258 -0.10 0.16 -0.03 0.32
O -0.832 3.538 1.165 -0.34 -0.36 0.04 -0.67
```
Forces are in eV/Å.

Properties
- Energy above the lowest of the compared OMol25 structures with the same formula, charge and spin: 0.0 kJ/mol
- HOMO-LUMO gap (spin up / spin down): 12.64 / 5.84 eV
- E_HOMO (spin up / spin down): -19.536 / -19.534 eV
- <S²>: 0.754
- E_LUMO (spin up / spin down): -6.90 / -13.70 eV
- Total energy: -8961.7877 eV
- Multiplicity: 2
- Net charge: +2
- Max |F|: 1.6 eV/Å


(2)
Here is a 2-piece molecular cluster, C5H16NO overall from the Open Molecules 2025 dataset. Energies are from ωB97M-V/def2-TZVPD.

```
23
Properties=species:S:1:pos:R:3:forces:R:3:mulliken_charge:R:1
C 0.495 -1.394 -1.540 -1.65 -2.07 3.50 -1.67
C -0.011 -0.075 -0.974 -2.40 -1.39 0.88 0.50
C 0.845 1.047 -0.368 1.01 2.03 -0.73 -0.71
C 0.152 1.795 0.874 1.52 -1.21 -2.43 -0.41
C -0.216 0.861 2.088 -0.10 1.69 1.36 -0.78
N -0.911 0.456 -2.130 -1.04 0.13 1.33 -0.36
H -0.286 -2.014 -2.051 0.80 0.90 0.02 0.44
H 0.931 -2.126 -0.777 -0.93 1.23 -0.40 0.32
H 1.328 -1.144 -2.005 3.60 0.51 -3.49 0.53
H -0.728 -0.386 -0.193 -0.13 0.43 -0.31 0.16
H 1.942 0.797 -0.147 -1.66 0.03 -0.26 0.37
H 0.923 1.807 -1.270 0.23 -0.92 1.80 0.39
H 0.774 2.640 1.220 0.30 -0.58 0.33 0.40
H -0.782 2.192 0.537 -0.95 0.13 -0.13 0.30
H -0.586 1.436 2.976 -0.22 -0.66 -0.67 0.41
H -1.022 0.284 1.644 -0.42 -0.39 0.26 0.32
H 0.687 0.411 2.474 0.56 -0.33 -0.20 0.27
H -1.687 -0.246 -2.358 0.57 1.62 0.93 0.40
H -0.409 0.413 -2.986 1.16 0.40 -1.17 0.35
H -1.179 1.468 -1.945 -0.35 -1.65 -0.57 0.36
H 0.677 -2.446 2.439 -2.76 0.44 -0.47 0.42
H -0.585 -3.402 2.283 0.11 2.83 0.09 0.42
O -0.351 -2.373 2.210 2.75 -3.18 0.31 -0.45
```
Forces are in eV/Å.

Properties
- Energy above the lowest of the compared OMol25 structures with the same formula, charge and spin: 230.9 kJ/mol
- HOMO-LUMO gap (spin up / spin down): 13.28 / 3.93 eV
- E_HOMO (spin up / spin down): -20.008 / -18.581 eV
- <S²>: 0.755
- E_LUMO (spin up / spin down): -6.72 / -14.65 eV
- Total energy: -8959.3950 eV
- Multiplicity: 2
- Net charge: +2
- Max |F|: 5.0 eV/Å


(3)
Here is a 3-piece molecular cluster, C5H16NO2 overall from the Open Molecules 2025 dataset. Energies are from ωB97M-V/def2-TZVPD.

```
24
Properties=species:S:1:pos:R:3:forces:R:3:mulliken_charge:R:1
C -0.280 2.680 -0.522 -2.64 -1.15 2.52 -1.37
C 0.106 1.173 -0.523 -1.09 -0.48 1.81 0.53
C -0.732 0.175 -1.360 -2.33 2.97 -1.69 -0.68
C -0.139 -1.131 -1.510 -0.10 -3.05 -1.13 0.01
C -0.837 -2.207 -1.919 -3.14 4.64 -1.04 -1.09
N -0.328 0.679 0.925 4.25 1.42 -0.09 -0.23
H -1.079 2.959 -1.210 -0.20 -0.36 0.25 0.34
H -0.543 3.027 0.574 -0.33 -0.92 -1.99 0.28
H 0.426 3.402 -0.632 2.97 1.37 -1.16 0.43
H 1.218 1.050 -0.636 -1.21 -0.25 0.23 0.33
H -0.774 0.738 -2.345 -0.16 -0.93 0.58 0.28
H -1.912 0.022 -1.057 3.01 0.92 -0.39 0.35
H 0.932 -1.249 -1.448 0.28 0.06 0.62 0.42
H -0.563 -3.158 -2.029 1.94 -3.44 -0.36 0.43
H -1.886 -2.070 -2.426 1.61 -0.01 1.69 0.17
H -1.282 0.674 0.982 -3.26 0.16 -0.05 0.35
H 0.030 1.363 1.591 0.03 -0.24 0.26 0.42
H -0.005 -0.242 1.224 0.18 -0.47 -0.39 0.10
H 2.858 -0.208 2.812 0.76 -0.16 0.21 0.31
H 1.446 -0.777 3.193 1.25 1.66 -0.75 0.35
O 1.934 -0.002 2.756 -2.08 -1.53 0.52 -0.65
H 1.198 -1.966 1.197 -0.99 -0.05 0.20 0.34
H -0.007 -2.937 1.034 0.15 1.98 0.57 0.32
O 0.218 -1.997 1.331 1.10 -2.12 -0.44 -0.75
```
Forces are in eV/Å.

Properties
- Energy above the lowest of the compared OMol25 structures with the same formula, charge and spin: 249.5 kJ/mol
- HOMO-LUMO gap: 10.06 eV
- E_HOMO: -12.923 eV
- E_LUMO: -2.86 eV
- Total energy: -11021.2942 eV
- Net charge: +1
- Max |F|: 5.7 eV/Å


(4)
Here is C5H16NO2 as an isolated structure from the Open Molecules 2025 dataset. Energies are from ωB97M-V/def2-TZVPD.

```
24
Properties=species:S:1:pos:R:3:forces:R:3:mulliken_charge:R:1
C 0.951 0.095 0.663 -0.79 -0.45 0.29 -0.97
O 1.802 -1.810 1.944 1.40 0.59 0.58 -0.71
C 0.057 0.802 -0.088 0.51 -0.90 -1.78 0.16
C 0.278 1.778 -1.256 -0.21 -0.29 2.54 0.65
C 0.643 0.866 -2.437 -0.67 -0.34 -0.14 -1.28
C -1.015 2.599 -1.316 0.70 0.74 0.49 -1.39
N -0.132 -2.560 0.668 -0.04 0.56 -0.20 -0.60
H 1.806 -0.435 0.235 0.36 0.15 0.22 0.39
H 0.754 -0.184 1.720 0.35 0.07 -0.08 0.69
H 2.065 -2.230 2.784 -0.45 -0.12 -0.45 0.25
H -0.899 0.272 0.021 -0.61 0.89 0.06 0.22
H 1.181 2.304 -0.939 -0.21 0.60 -0.48 0.31
H 1.640 0.475 -2.281 0.13 -0.13 -0.29 0.45
H -0.075 0.060 -2.579 0.01 -0.29 0.28 0.37
H 0.548 1.397 -3.382 0.36 0.49 0.10 0.37
H -1.211 3.152 -0.386 0.24 -0.56 0.18 0.40
H -1.841 1.904 -1.446 -0.26 0.39 -0.62 0.36
H -0.904 3.451 -1.984 -0.38 -0.53 -0.78 0.40
H -0.054 -2.840 -0.306 0.35 -0.17 0.08 0.21
H 0.813 -2.272 1.226 -0.42 -0.73 -0.10 0.36
H -0.704 -3.266 1.128 -0.19 0.24 0.03 0.29
H -1.444 -1.111 1.203 0.01 -0.74 0.30 0.39
H -2.739 -0.724 1.983 0.05 -0.04 0.04 0.32
O -2.252 -0.592 1.165 -0.24 0.58 -0.25 -0.65
```
Forces are in eV/Å.

Properties
- Energy above the lowest of the compared OMol25 structures with the same formula, charge and spin: 863.5 kJ/mol
- HOMO-LUMO gap: 4.98 eV
- E_HOMO: -13.581 eV
- E_LUMO: -8.60 eV
- Total energy: -11014.9304 eV
- Net charge: +1
- Max |F|: 2.6 eV/Å


(5)
Here is a 3-piece molecular cluster, C5H16NO3 overall from the Open Molecules 2025 dataset. Energies are from ωB97M-V/def2-TZVPD.

```
25
Properties=species:S:1:pos:R:3:forces:R:3:mulliken_charge:R:1
C 1.205 0.521 1.557 1.08 -1.18 -1.28 -0.80
N 2.073 -0.639 1.167 -0.54 -1.03 -0.45 -0.32
C 1.550 -2.030 1.233 0.19 -0.17 0.83 -0.57
O 0.795 -2.590 0.232 0.18 0.03 0.02 -0.57
C 0.505 1.169 0.348 -0.06 -0.88 0.75 -0.08
C -0.647 2.121 0.656 -0.34 -0.50 -0.44 -0.47
C -1.520 2.317 -0.637 0.99 -0.34 1.13 -1.12
H 0.499 0.139 2.298 0.18 0.37 0.26 0.45
H 2.013 1.161 1.911 -0.81 0.74 0.86 0.27
H 2.435 -0.537 0.224 -0.05 0.36 0.03 0.23
H 2.427 -2.706 1.347 -0.04 0.50 -0.22 0.27
H 1.087 -2.090 2.231 -0.43 0.13 0.09 0.33
H 0.018 0.348 -0.192 0.45 -0.05 -0.35 0.08
H 1.353 1.585 -0.205 -0.54 0.29 -0.55 0.22
H -1.283 1.580 1.374 0.15 0.32 0.03 0.26
H -0.317 3.031 1.149 -0.01 0.36 -0.15 0.39
H -0.890 2.226 -1.512 0.19 0.41 -0.28 0.28
H -2.066 3.257 -0.627 -0.22 -0.09 -0.13 0.34
H -2.148 1.434 -0.687 -0.50 0.15 -0.11 0.30
H -1.931 -2.024 -0.811 0.00 0.08 -0.10 0.15
H -0.136 -2.203 -0.162 0.54 0.43 -0.41 0.39
O -1.055 -1.781 -1.131 -0.36 0.14 0.75 -1.02
H -1.271 -0.943 -2.676 -0.15 -0.31 -0.54 0.39
H -1.278 -2.142 -3.453 -0.02 -0.04 -0.25 0.31
O -1.418 -1.204 -3.635 0.13 0.26 0.51 -0.71
```
Forces are in eV/Å.

Properties
- Energy above the lowest of the compared OMol25 structures with the same formula, charge and spin: 92.8 kJ/mol
- HOMO-LUMO gap: 8.26 eV
- E_HOMO: -4.553 eV
- E_LUMO: 3.71 eV
- Total energy: -13077.2312 eV
- Net charge: -1
- Max |F|: 2.0 eV/Å


(6)
Here is C5H16NO4 as an isolated structure from the Open Molecules 2025 dataset. Energies are from ωB97M-V/def2-TZVPD.

```
26
Properties=species:S:1:pos:R:3:forces:R:3:mulliken_charge:R:1
C -1.549 0.536 0.713 2.11 0.85 0.64 -0.69
O -1.383 1.793 1.319 -0.24 -0.49 0.27 -0.75
C -0.700 0.491 -0.636 -0.49 -0.39 -0.15 0.56
C -1.072 -0.840 -1.379 0.32 0.49 1.35 -0.69
C -0.513 -2.001 -0.610 -0.42 -0.04 -0.38 0.00
C -1.181 -3.113 -0.362 -1.08 -0.86 0.53 -0.78
N -1.098 1.643 -1.442 -0.55 -0.44 -0.49 -0.67
H -2.613 0.305 0.474 0.42 0.10 0.18 0.37
H -1.120 -0.167 1.468 -0.59 -0.50 -0.92 0.29
H 0.381 0.553 -0.388 -0.63 -0.18 -0.13 -0.19
H -2.164 -0.789 -1.396 0.02 -0.55 -0.37 0.34
H -0.662 -1.047 -2.375 -0.11 0.98 -0.16 0.26
H 0.537 -1.824 -0.418 0.30 -0.60 0.26 0.21
H -2.262 -3.177 -0.497 0.09 0.53 -0.50 0.22
H -0.900 -4.073 0.061 1.02 0.39 0.19 0.30
H -1.868 2.101 -0.968 0.41 0.36 0.01 0.28
H -0.369 2.305 -1.658 0.03 -0.04 0.35 0.27
H 1.842 1.333 0.904 0.14 0.84 0.58 0.44
H 3.253 1.130 1.571 -0.10 0.26 0.00 0.23
O 2.547 0.674 1.114 -0.68 -0.01 -0.37 -0.64
H -0.211 2.074 1.490 -1.10 0.96 -1.65 0.43
H 0.558 3.194 0.264 -0.35 -0.09 0.10 0.19
O 0.806 2.780 1.092 0.83 -0.75 0.71 -0.97
H 2.916 -1.679 1.115 0.55 0.04 0.08 0.31
H 3.170 -0.776 0.010 0.46 0.38 0.19 0.35
O 3.653 -1.428 0.535 -0.35 -1.24 -0.31 -0.67
```
Forces are in eV/Å.

Properties
- Energy above the lowest of the compared OMol25 structures with the same formula, charge and spin: 183.7 kJ/mol
- HOMO-LUMO gap: 7.92 eV
- E_HOMO: -4.338 eV
- E_LUMO: 3.58 eV
- Total energy: -15123.9988 eV
- Net charge: -1
- Max |F|: 2.4 eV/Å